1.
{"formula": "C20H20N2O2S", "method": "ωB97M-V with the def2-TZVPD basis set", "e_homo_ev": -7.7275, "multiplicity": 1, "max_force_ha_per_bohr": 0.0140, "homo_lumo_gap_ev": 7.8, "de_lowest_kj_mol": 9.8, "species": ["C", "C", "O", "C", "C", "C", "C", "N", "C", "O", "C", "C", "S", "C", "C", "C", "C", "C", "C", "C", "C", "C", "N", "C", "C", "H", "H", "H", "H", "H", "H", "H", "H", "H", "H", "H", "H", "H", "H", "H", "H", "H", "H", "H", "H"], "xyz": [[1.442, 2.393, -6.959], [0.077, 1.710, -6.983], [-0.663, 1.926, -5.800], [-0.347, 1.236, -4.667], [0.602, 0.226, -4.563], [0.819, -0.417, -3.357], [0.091, -0.064, -2.228], [0.272, -0.667, -0.978], [1.033, -1.742, -0.652], [1.751, -2.349, -1.417], [0.910, -2.134, 0.818], [-0.453, -2.719, 1.167], [-1.785, -1.478, 1.279], [-1.436, -0.760, 2.849], [-2.307, 0.248, 3.322], [-2.048, 0.794, 4.543], [-0.931, 0.347, 5.288], [-0.591, 0.854, 6.555], [0.507, 0.377, 7.219], [1.308, -0.621, 6.644], [1.006, -1.136, 5.413], [-0.119, -0.666, 4.709], [-0.395, -1.194, 3.499], [-0.863, 0.948, -2.331], [-1.079, 1.587, -3.531], [1.949, 2.235, -7.907], [1.315, 3.461, -6.799], [2.060, 1.998, -6.156], [-0.541, 2.147, -7.773], [0.183, 0.636, -7.185], [1.187, -0.083, -5.415], [1.556, -1.200, -3.291], [-0.334, -0.303, -0.252], [1.116, -1.277, 1.462], [1.667, -2.897, 1.010], [-0.418, -3.198, 2.145], [-0.784, -3.431, 0.411], [-3.146, 0.550, 2.715], [-2.684, 1.565, 4.955], [-1.212, 1.623, 6.991], [0.765, 0.768, 8.192], [2.170, -0.982, 7.185], [1.610, -1.904, 4.955], [-1.441, 1.228, -1.462], [-1.817, 2.368, -3.618]], "nbo_charge": [-0.638, -0.061, -0.496, 0.273, -0.249, -0.231, 0.116, -0.616, 0.680, -0.614, -0.511, -0.507, 0.239, 0.080, -0.266, -0.144, -0.042, -0.199, -0.216, -0.197, -0.193, 0.145, -0.474, -0.214, -0.243, 0.213, 0.214, 0.214, 0.191, 0.169, 0.209, 0.254, 0.408, 0.237, 0.240, 0.252, 0.235, 0.227, 0.218, 0.212, 0.217, 0.217, 0.223, 0.207, 0.223]}

---

2.
{"formula": "C20H20N2O3S", "method": "ωB97M-V with the def2-TZVPD basis set", "e_homo_ev": -8.0478, "multiplicity": 1, "max_force_ha_per_bohr": 0.0186, "homo_lumo_gap_ev": 8.4, "de_lowest_kj_mol": 22.9, "species": ["C", "C", "C", "C", "C", "N", "C", "N", "C", "O", "C", "C", "C", "C", "O", "C", "C", "C", "C", "C", "O", "C", "C", "S", "C", "C", "H", "H", "H", "H", "H", "H", "H", "H", "H", "H", "H", "H", "H", "H", "H", "H", "H", "H", "H", "H"], "xyz": [[-9.090, -1.112, 0.039], [-7.753, -0.454, -0.124], [-7.655, 0.744, -0.842], [-6.452, 1.387, -1.022], [-5.302, 0.828, -0.473], [-4.037, 1.341, -0.562], [-3.195, 0.589, 0.050], [-1.860, 0.881, 0.111], [-0.956, 0.072, 0.754], [-1.319, -0.956, 1.294], [0.452, 0.518, 0.726], [0.860, 1.823, 0.445], [2.197, 2.148, 0.447], [3.177, 1.186, 0.725], [4.447, 1.649, 0.700], [5.561, 0.795, 0.849], [6.160, 0.386, -0.514], [5.317, -0.640, -1.279], [5.881, -1.963, -0.767], [7.357, -1.613, -0.577], [7.421, -0.222, -0.293], [2.769, -0.114, 1.024], [1.426, -0.431, 1.029], [-3.819, -0.859, 0.825], [-5.397, -0.379, 0.250], [-6.613, -1.016, 0.424], [-9.504, -1.373, -0.935], [-9.790, -0.435, 0.527], [-9.008, -2.017, 0.635], [-8.554, 1.170, -1.264], [-6.381, 2.310, -1.576], [-1.569, 1.713, -0.380], [0.142, 2.606, 0.250], [2.524, 3.154, 0.240], [6.318, 1.382, 1.377], [5.335, -0.088, 1.452], [6.316, 1.304, -1.094], [5.508, -0.543, -2.349], [4.251, -0.522, -1.103], [5.426, -2.236, 0.186], [5.740, -2.783, -1.466], [7.926, -1.809, -1.495], [7.826, -2.158, 0.247], [3.481, -0.888, 1.262], [1.105, -1.434, 1.265], [-6.665, -1.939, 0.982]], "nbo_charge": [-0.623, -0.019, -0.220, -0.210, 0.165, -0.496, 0.248, -0.613, 0.675, -0.595, -0.199, -0.152, -0.265, 0.333, -0.489, -0.084, 0.080, -0.437, -0.435, -0.067, -0.527, -0.275, -0.134, 0.426, -0.246, -0.224, 0.217, 0.217, 0.213, 0.208, 0.219, 0.421, 0.207, 0.229, 0.206, 0.172, 0.189, 0.214, 0.227, 0.198, 0.225, 0.169, 0.186, 0.212, 0.239, 0.213]}

---

3.
{"formula": "C20H20N3OOs", "method": "ωB97M-V with the def2-TZVPD basis set", "total_charge": 3, "e_homo_ev": [-18.6287, -18.5728], "multiplicity": 1, "max_force_ha_per_bohr": 0.0068, "homo_lumo_gap_ev": [5.4, 5.4], "species": ["Os", "O", "C", "C", "C", "C", "C", "C", "C", "C", "N", "H", "H", "H", "H", "H", "H", "H", "H", "H", "H", "H", "C", "C", "C", "C", "C", "C", "N", "N", "C", "C", "C", "C", "C", "C", "H", "H", "H", "H", "H", "H", "H", "H", "H"], "xyz": [[-0.289, -0.801, -0.630], [-2.126, -1.857, -0.626], [-3.413, -1.266, -0.185], [-3.519, -1.317, 1.320], [-2.244, -0.833, 2.028], [-1.819, 0.541, 1.598], [-2.334, 1.648, 2.256], [-1.987, 2.932, 1.879], [-1.100, 3.095, 0.823], [-0.604, 1.978, 0.201], [-0.955, 0.716, 0.561], [-2.175, -2.822, -0.584], [-4.205, -1.816, -0.687], [-3.393, -0.251, -0.578], [-3.744, -2.331, 1.654], [-4.375, -0.702, 1.608], [-1.432, -1.541, 1.877], [-2.428, -0.811, 3.101], [-3.011, 1.483, 3.084], [-2.394, 3.788, 2.401], [-0.787, 4.074, 0.489], [0.086, 2.079, -0.618], [2.406, 2.524, -4.191], [3.370, 2.307, -3.198], [3.083, 1.496, -2.135], [1.786, 0.880, -2.050], [0.819, 1.114, -3.082], [1.126, 1.925, -4.131], [1.449, 0.066, -1.029], [2.527, -0.257, -0.228], [2.235, -1.186, 0.618], [3.253, -1.705, 1.503], [2.952, -2.799, 2.223], [1.644, -3.413, 2.107], [0.635, -2.924, 1.313], [0.853, -1.762, 0.562], [2.648, 3.159, -5.036], [4.338, 2.783, -3.273], [3.805, 1.330, -1.351], [-0.140, 0.607, -3.061], [0.417, 2.091, -4.930], [4.224, -1.229, 1.529], [3.680, -3.251, 2.883], [1.458, -4.307, 2.693], [-0.318, -3.436, 1.294]], "nbo_charge": [1.006, -0.756, -0.064, -0.440, -0.452, 0.255, -0.212, -0.064, -0.205, 0.036, -0.431, 0.537, 0.247, 0.198, 0.249, 0.263, 0.214, 0.276, 0.266, 0.274, 0.271, 0.211, 0.054, -0.217, -0.088, 0.196, -0.156, -0.197, -0.164, -0.200, 0.287, -0.168, -0.152, 0.037, -0.325, 0.011, 0.271, 0.281, 0.277, 0.223, 0.277, 0.277, 0.280, 0.268, 0.247]}

---

4.
{"formula": "C20H20N4OS2", "method": "ωB97M-V with the def2-TZVPD basis set", "e_homo_ev": -7.8840, "multiplicity": 1, "max_force_ha_per_bohr": 0.0640, "homo_lumo_gap_ev": 8.1, "de_lowest_kj_mol": 159.9, "species": ["C", "C", "C", "N", "N", "C", "S", "C", "C", "O", "N", "C", "C", "C", "C", "C", "C", "C", "C", "C", "C", "S", "C", "C", "C", "C", "N", "H", "H", "H", "H", "H", "H", "H", "H", "H", "H", "H", "H", "H", "H", "H", "H", "H", "H", "H", "H"], "xyz": [[2.672, 4.809, -0.182], [2.473, 3.770, -1.253], [1.760, 2.449, -0.786], [1.194, 2.432, 0.425], [0.592, 1.276, 0.902], [0.582, 0.129, 0.244], [-0.144, -1.310, 0.959], [-1.835, -0.642, 1.256], [-2.658, -1.589, 2.115], [-3.359, -2.359, 1.508], [-2.589, -1.736, 3.493], [-3.280, -2.831, 4.148], [-1.664, -1.044, 4.271], [-1.693, 0.366, 4.416], [-0.766, 1.040, 5.120], [0.219, 0.293, 5.835], [0.284, -1.080, 5.717], [-0.652, -1.757, 4.932], [1.205, 0.113, -1.088], [1.347, -0.888, -2.030], [2.062, -0.265, -3.139], [2.720, -0.794, -4.674], [3.211, 0.927, -4.961], [3.615, 1.390, -6.354], [3.000, 1.758, -3.878], [2.328, 1.014, -2.826], [1.814, 1.287, -1.555], [1.726, 5.229, 0.186], [3.160, 4.403, 0.704], [3.312, 5.603, -0.585], [3.434, 3.496, -1.643], [1.890, 4.190, -2.089], [-1.742, 0.359, 1.715], [-2.386, -0.500, 0.301], [-4.350, -2.712, 3.968], [-3.108, -2.880, 5.227], [-2.970, -3.789, 3.706], [-2.483, 0.894, 3.906], [-0.828, 2.138, 5.199], [0.962, 0.768, 6.463], [1.089, -1.607, 6.228], [-0.630, -2.846, 4.857], [1.009, -1.911, -1.978], [3.912, 2.431, -6.336], [2.810, 1.243, -7.041], [4.484, 0.796, -6.700], [3.144, 2.809, -3.833]], "nbo_charge": [-0.602, -0.440, 0.444, -0.305, -0.261, 0.041, 0.276, -0.601, 0.666, -0.601, -0.458, -0.408, 0.141, -0.238, -0.184, -0.213, -0.226, -0.181, 0.090, -0.269, -0.209, 0.375, -0.110, -0.642, -0.276, 0.064, -0.339, 0.224, 0.224, 0.211, 0.217, 0.223, 0.253, 0.253, 0.218, 0.218, 0.208, 0.214, 0.221, 0.213, 0.216, 0.208, 0.246, 0.224, 0.226, 0.222, 0.227]}

---

5.
{"formula": "C20H21", "method": "ωB97M-V with the def2-TZVPD basis set", "total_charge": 1, "e_homo_ev": -11.4169, "multiplicity": 1, "max_force_ha_per_bohr": 0.1085, "homo_lumo_gap_ev": 5.1, "de_lowest_kj_mol": 212.0, "species": ["C", "C", "C", "C", "C", "C", "H", "H", "H", "H", "H", "H", "H", "H", "C", "C", "C", "C", "C", "C", "C", "C", "C", "C", "C", "C", "C", "C", "H", "H", "H", "H", "H", "H", "H", "H", "H", "H", "H", "H", "H"], "xyz": [[0.090, -2.299, 0.783], [-0.497, -3.527, 1.592], [-1.996, -3.668, 1.527], [-2.779, -2.531, 1.217], [-2.259, -1.338, 0.847], [-0.805, -1.059, 0.361], [1.057, -2.062, 1.190], [0.190, -2.657, -0.211], [-0.042, -4.473, 1.175], [-0.175, -3.493, 2.667], [-2.420, -4.612, 1.773], [-3.866, -2.667, 1.249], [-2.897, -0.478, 0.693], [-0.733, -0.978, -0.694], [5.328, 0.629, -1.204], [3.880, 0.798, -0.829], [3.507, 0.939, 0.532], [2.147, 0.933, 0.899], [1.132, 0.656, -0.038], [-0.351, 0.323, 0.451], [-1.380, 1.416, -0.075], [-2.310, 1.957, 0.837], [-3.491, 2.600, 0.376], [-3.715, 2.757, -1.008], [-2.708, 2.359, -1.907], [-1.531, 1.746, -1.421], [1.508, 0.597, -1.383], [2.849, 0.710, -1.789], [5.444, 0.553, -2.285], [5.962, 1.439, -0.836], [5.709, -0.295, -0.759], [4.305, 1.023, 1.278], [1.889, 1.147, 1.948], [-0.340, 0.285, 1.541], [-2.114, 1.912, 1.902], [-4.232, 2.969, 1.088], [-4.653, 3.170, -1.375], [-2.834, 2.538, -2.985], [-0.727, 1.555, -2.129], [0.751, 0.429, -2.146], [3.107, 0.695, -2.851]], "nbo_charge": [-0.412, -0.509, 0.235, -0.383, 0.206, -0.294, 0.253, 0.231, 0.276, 0.285, 0.232, 0.263, 0.250, 0.287, -0.637, 0.010, -0.207, -0.198, -0.054, -0.254, -0.040, -0.236, -0.209, -0.194, -0.216, -0.169, -0.168, -0.224, 0.223, 0.231, 0.228, 0.225, 0.218, 0.213, 0.220, 0.229, 0.229, 0.231, 0.211, 0.195, 0.223]}